Density functional theory data (ωB97M-V with the def2-TZVPD basis set) for a 3-piece molecular cluster, C5H14O3 overall.

Values from the calculation:
HOMO   -9.11 eV
Relative energy (zero: lowest compared OMol25 entry of this formula, charge and spin)   35.4 kcal per mole
SMILES   CC/C=C/CO.O.O
Electronic energy   -424.5499 a.u.
Max |F|   2.69 eV/Å

ORCA input file:
```
! wB97M-V def2-TZVPD RIJCOSX def2/J DEFGRID3
* xyz 0 1
C -2.3428 1.2866 0.3506
C -1.3795 1.1554 1.6105
C -0.2321 0.1785 1.5470
C -0.0987 -0.9463 0.8323
C 1.0486 -1.9211 0.8225
O 2.3816 -1.3863 0.8829
H -3.2571 0.7494 0.4820
H -1.9255 0.8058 -0.5534
H -2.5521 2.3357 0.0704
H -2.1089 0.7118 2.3115
H -0.9886 2.1352 1.8719
H 0.6679 0.4336 2.0617
H -0.9158 -1.3714 0.2451
H 1.0696 -2.2899 -0.2063
H 0.8884 -2.8962 1.3507
H 2.3282 -0.9144 1.7263
O 0.6939 0.7343 -3.6196
H 0.0963 1.4091 -3.2553
H 1.5523 0.9377 -3.2308
O 1.7259 -0.1345 -1.4611
H 0.9525 -0.2795 -2.0286
H 2.3957 -0.7336 -1.8104
*
```

Löwdin population analysis, charges in e, atoms 1 to 6: C -0.097; C -0.215; C -0.116; C -0.111; C -0.279; O -0.078

=====

Density functional theory data (ωB97M-V with the def2-TZVPD basis set) for a 4-piece molecular cluster, C5H14O3 overall.

Values from the calculation:
HOMO   -7.46 eV
Relative energy (zero: lowest compared OMol25 entry of this formula, charge and spin)   112.8 kcal per mole
Electronic energy   -424.4264 a.u.
Max |F|   5.41 eV/Å

ORCA input file:
```
! wB97M-V def2-TZVPD RIJCOSX def2/J DEFGRID3
* xyz 0 1
C 0.5313 1.7584 -1.0853
C -0.2664 0.5651 -1.3675
C -0.9734 -0.4002 -0.6013
C -1.8460 -1.3716 -1.0971
C -2.3339 -2.4728 -0.1483
H 1.5299 1.6971 -1.6005
H 0.0266 2.6433 -1.3898
H -0.4680 0.1263 -2.4805
H -0.7664 -0.2253 0.4672
H -2.1994 -1.3609 -2.1561
H -3.4435 -2.4959 0.0264
H -1.8902 -2.2074 0.7452
H -2.0967 -3.4691 -0.6410
H 1.0642 1.4222 2.2871
H 0.4684 0.6070 3.5328
O 0.2301 1.1506 2.7889
H 0.7300 1.7596 0.0225
H 3.3207 2.0001 1.2021
O 2.4024 1.6677 1.3533
H 2.3913 0.1168 0.5131
H 1.3497 -0.7762 -0.3831
O 2.2394 -0.7349 0.0121
*
```

Löwdin population analysis, charges in e, atoms 1 to 6: C -0.050; C -0.013; C -0.103; C 0.005; C -0.040; H 0.136

=====

Density functional theory data (ωB97M-V with the def2-TZVPD basis set) for a 2-piece molecular cluster, C5H14OS2 overall.

Values from the calculation:
HOMO   -8.36 eV
Relative energy (zero: lowest compared OMol25 entry of this formula, charge and spin)   21.7 kcal per mole
SMILES   CCCSSCC.O
Electronic energy   -1070.4877 a.u.
Max |F|   2.66 eV/Å

ORCA input file:
```
! wB97M-V def2-TZVPD RIJCOSX def2/J DEFGRID3
* xyz 0 1
C -1.9015 1.5476 -2.7710
C -1.7502 0.9349 -1.3789
C -1.2798 2.0728 -0.4165
S 0.4159 2.0403 0.3589
S 1.4111 0.5384 -0.5921
C 1.5951 -0.6481 0.7788
C 2.4072 -1.8696 0.2626
H -0.9942 2.0652 -3.0794
H -2.6611 2.3249 -2.7558
H -2.2437 0.7482 -3.4556
H -1.0103 0.1580 -1.3607
H -2.6477 0.6072 -0.8603
H -1.0711 3.0267 -0.9079
H -1.9543 2.3402 0.4024
H 2.1968 -0.1962 1.5680
H 0.7195 -1.1115 1.2379
H 3.3465 -1.4184 -0.0821
H 1.8939 -2.3313 -0.5841
H 2.6423 -2.5393 1.0905
O -1.9500 -5.6523 3.2655
H -2.4404 -6.3891 2.8615
H -1.2026 -6.1316 3.6332
*
```

Löwdin population analysis, charges in e, atoms 1 to 6: C -0.113; C -0.305; C -0.524; S 0.479; S 0.491; C -0.618

=====

Density functional theory data (ωB97M-V with the def2-TZVPD basis set) for an isolated molecule of C5H14OSi.

Values from the calculation:
HOMO   -9.70 eV
Relative energy (zero: lowest compared OMol25 entry of this formula, charge and spin)   0.2 kcal per mole
SMILES   CCO[Si](C)(C)C
Electronic energy   -563.6928 a.u.
Max |F|   1.29 eV/Å

ORCA input file:
```
! wB97M-V def2-TZVPD RIJCOSX def2/J DEFGRID3
* xyz 0 1
C 2.6000 -0.9115 -1.2096
C 1.1912 -1.3758 -0.8976
O 0.6505 -0.7881 0.2955
Si -0.6718 0.2425 0.5767
C -2.1925 -0.4597 -0.3256
C -0.2534 1.9266 -0.2021
C -0.9594 0.5180 2.4107
H 2.7091 0.1751 -1.1457
H 3.2929 -1.3055 -0.4598
H 2.9528 -1.2363 -2.1970
H 1.2495 -2.4832 -0.7484
H 0.4844 -1.1566 -1.7089
H -2.2943 -1.5364 -0.2032
H -1.9513 -0.2672 -1.3671
H -3.1167 0.0472 -0.0784
H -0.3661 1.7932 -1.2598
H -0.9651 2.6830 0.1772
H 0.7524 2.2755 0.0145
H -1.7463 1.2708 2.4623
H -0.0666 0.9259 2.8980
H -1.2995 -0.3376 2.9686
*
```

Löwdin population analysis, charges in e, atoms 1 to 6: C -0.090; C -0.305; O -0.253; Si 0.457; C -0.157; C -0.162